# 1
Computed, not measured: 5 unconnected molecules or ions with the total composition C24H24ClO8 in a non-equilibrium geometry, with ωB97M-V with the def2-TZVPD basis set.

CARTESIAN COORDINATES (ANGSTROEM)
Cl: -0.010 -0.205 -0.374
C: 2.839 -0.989 4.111
C: 1.670 -0.702 3.118
C: 0.948 0.514 3.234
C: 1.465 1.522 4.113
C: 2.600 1.263 5.004
C: 3.263 -0.008 4.981
O: 4.403 -0.303 5.715
O: -0.091 0.924 2.383
H: 3.339 -1.812 4.205
H: 1.394 -1.340 2.452
H: 1.042 2.419 4.177
H: 3.016 2.062 5.462
H: 4.387 -0.221 6.595
H: 0.432 0.828 1.662
C: 5.708 0.962 -0.781
C: 6.959 1.433 0.111
C: 6.621 1.453 1.510
C: 5.341 1.125 2.104
C: 4.273 0.885 1.246
C: 4.491 0.847 -0.159
O: 3.393 0.686 -0.972
O: 7.648 1.759 2.402
H: 5.887 1.080 -1.652
H: 7.817 1.523 -0.300
H: 5.111 1.347 3.151
H: 3.297 0.761 1.536
H: 2.643 0.194 -0.445
H: 7.741 1.583 3.243
C: -4.294 -1.196 1.110
C: -5.766 -1.084 1.569
C: -6.669 -1.489 0.521
C: -6.234 -2.062 -0.631
C: -4.782 -2.124 -0.947
C: -3.833 -1.766 -0.021
O: -2.473 -2.031 -0.226
O: -7.994 -1.791 0.768
H: -3.701 -0.760 2.151
H: -5.916 -0.724 2.401
H: -6.849 -2.371 -1.436
H: -4.377 -2.330 -1.886
H: -1.887 -1.287 -0.176
H: -8.395 -1.827 1.774
C: -2.545 0.222 -6.670
C: -1.183 0.400 -5.931
C: -1.143 0.284 -4.518
C: -2.396 0.084 -3.875
C: -3.566 0.083 -4.484
C: -3.736 0.034 -5.979
O: -4.906 0.142 -6.604
O: -0.028 0.130 -3.796
H: -2.633 0.460 -7.743
H: -0.378 0.595 -6.519
H: -2.568 -0.024 -2.679
H: -4.425 0.075 -3.954
H: -4.894 0.713 -7.278
H: -0.083 0.074 -2.765

The charge is -1. The value obtained for the energy is -54171.819 eV. For the relative energy (zero: lowest compared OMol25 entry of this formula, charge and spin), the calculation gives 3.857 eV. The spin multiplicity is 1.

# 2
Computed, not measured: 2 unconnected molecules or ions with the total composition C6H12O4 in a non-equilibrium geometry, with ωB97M-V with the def2-TZVPD basis set.

CARTESIAN COORDINATES (ANGSTROEM)
C: -2.666 0.984 5.787
O: -2.441 1.516 7.128
C: -3.224 1.041 8.120
C: -2.517 1.389 9.457
O: -4.316 0.478 8.079
H: -2.112 1.664 5.119
H: -3.718 0.947 5.457
H: -2.234 -0.027 5.696
H: -1.665 0.690 9.494
H: -3.116 1.263 10.374
H: -2.126 2.420 9.431
C: -1.274 -3.465 1.865
O: -1.409 -4.758 1.360
C: -1.451 -5.875 2.129
C: -1.546 -7.049 1.222
O: -1.264 -5.931 3.376
H: -0.549 -3.407 2.694
H: -2.260 -3.138 2.237
H: -0.953 -2.775 1.067
H: -0.849 -7.805 1.620
H: -1.140 -6.661 0.272
H: -2.514 -7.536 1.017

The value obtained for the energy is -14605.990 eV. As for the structure (SMILES): COC(C)=O.COC(C)=O. For the relative energy (zero: lowest compared OMol25 entry of this formula, charge and spin), the calculation gives 1.222 eV. The spin multiplicity is 1.

# 3
Computed, not measured: C2H8OSi2 in the gas phase in a non-equilibrium geometry, with ωB97M-V with the def2-TZVPD basis set.

CARTESIAN COORDINATES (ANGSTROEM)
C: 1.226 0.057 -0.027
C: 1.619 -1.361 0.200
O: 1.959 0.683 -1.113
Si: -2.079 0.459 -0.493
Si: -0.113 1.024 0.772
H: 1.636 -1.658 1.193
H: 2.549 -1.422 -0.290
H: 0.880 -1.928 -0.430
H: -2.773 1.553 -1.040
H: -1.409 -0.292 -1.482
H: -3.163 -0.353 0.011
H: -0.086 2.554 0.558
H: -0.246 0.686 2.141

As for the expectation value of S²: 2.007. The value obtained for the energy is -20001.170 eV. For the relative energy (zero: lowest compared OMol25 entry of this formula, charge and spin), the calculation gives 0.000 eV. The spin multiplicity is 3.

# 4
Computed, not measured: C4H5NO in the gas phase in a non-equilibrium geometry, with ωB97M-V with the def2-TZVPD basis set.

CARTESIAN COORDINATES (ANGSTROEM)
H: -0.242 -2.064 1.357
N: 0.646 -1.551 1.506
C: 0.372 -0.622 0.698
C: -0.854 -0.274 -0.284
C: -0.046 0.949 -0.764
C: 1.092 0.625 0.217
O: 2.129 1.149 0.506
H: -1.072 -1.017 -1.067
H: -1.802 -0.027 0.216
H: -0.503 1.924 -0.580
H: 0.280 0.908 -1.806

The value obtained for the energy is -7764.869 eV. As for the structure (SMILES): [H]/N=C1\CCC1=O. For the relative energy (zero: lowest compared OMol25 entry of this formula, charge and spin), the calculation gives 1.657 eV. The spin multiplicity is 1.

# 5
Computed, not measured: a molecular structure, C24H29FN3RhSSe, with ωB97M-V with the def2-TZVPD basis set.

CARTESIAN COORDINATES (ANGSTROEM)
Rh: -1.971 0.787 0.342
C: -0.896 -0.927 -2.293
C: 0.193 0.150 -2.376
C: 0.868 0.121 -3.748
C: 1.174 -0.020 -1.229
C: 2.231 -0.916 -1.337
C: 3.118 -1.105 -0.291
C: 2.971 -0.379 0.877
C: 1.943 0.546 1.031
C: 1.854 1.385 2.299
C: 1.060 0.662 3.391
C: 3.234 1.787 2.828
C: 1.036 0.694 -0.029
N: -0.046 1.652 0.092
C: 0.231 2.918 -0.251
C: 1.504 3.325 -0.755
C: 1.742 4.637 -1.075
C: 0.744 5.604 -0.903
C: -0.511 5.254 -0.407
C: -0.749 3.947 -0.102
F: -1.942 3.619 0.380
H: -1.636 -0.797 -3.087
H: -1.427 -0.910 -1.342
H: -0.457 -1.925 -2.389
H: -0.291 1.119 -2.278
H: 1.249 -0.874 -3.991
H: 1.699 0.829 -3.800
H: 0.145 0.392 -4.520
H: 2.371 -1.470 -2.259
H: 3.939 -1.806 -0.397
H: 3.694 -0.509 1.676
H: 1.320 2.305 2.061
H: 1.489 -0.325 3.592
H: 0.020 0.528 3.104
H: 1.078 1.239 4.320
H: 3.754 0.939 3.282
H: 3.125 2.554 3.597
H: 3.867 2.192 2.032
H: 2.270 2.573 -0.880
H: 2.710 4.924 -1.464
H: 0.947 6.638 -1.153
H: -1.292 5.988 -0.261
S: -5.208 1.595 0.217
C: -3.872 0.982 -0.191
C: -4.687 -3.147 -0.008
N: -3.363 -3.732 0.193
C: -3.099 -5.090 0.336
C: -1.776 -5.198 0.549
N: -1.267 -3.904 0.529
C: 0.133 -3.544 0.746
C: -2.236 -2.998 0.299
Se: -2.365 -1.030 1.831
H: -5.426 -3.940 -0.039
H: -4.719 -2.590 -0.942
H: -4.925 -2.472 0.811
H: -3.863 -5.849 0.264
H: -1.157 -6.069 0.699
H: 0.676 -4.415 1.103
H: 0.203 -2.750 1.489
H: 0.591 -3.192 -0.175

The charge is +1. As for the expectation value of S²: 8.816. The value obtained for the energy is -111725.973 eV. For the relative energy (zero: lowest compared OMol25 entry of this formula, charge and spin), the calculation gives 0.231 eV. The spin multiplicity is 6.

# 6
Computed, not measured: a molecular structure, C3H2AgFO2, with ωB97M-V with the def2-TZVPD basis set.

CARTESIAN COORDINATES (ANGSTROEM)
O: -0.112 -1.379 -0.267
O: -3.846 3.705 -0.151
C: 1.025 -1.644 0.148
C: 2.033 -0.654 0.297
C: -3.345 2.719 -0.349
H: 1.332 -2.676 0.388
H: 3.038 -0.840 0.677
F: 1.782 0.569 -0.079
Ag: -1.909 0.199 -0.663

The charge is +1. As for the expectation value of S²: 0.760. The value obtained for the energy is -13945.336 eV. For the relative energy (zero: lowest compared OMol25 entry of this formula, charge and spin), the calculation gives 0.000 eV. The spin multiplicity is 2.

# 7
Computed, not measured: a molecular structure, C4H10NO in a non-equilibrium geometry, with ωB97M-V with the def2-TZVPD basis set.

CARTESIAN COORDINATES (ANGSTROEM)
C: 0.595 1.660 0.374
C: -1.264 -1.170 0.461
C: 1.825 -0.366 0.014
C: -0.912 -0.244 -0.634
N: 0.667 0.478 0.038
O: -1.700 0.802 -0.729
H: -0.353 2.168 0.289
H: 1.403 2.050 0.848
H: -1.439 -2.179 0.082
H: -2.199 -0.965 0.954
H: -0.541 -1.287 1.294
H: 1.440 -1.195 0.513
H: 2.597 0.197 0.612
H: 2.071 -0.495 -1.082
H: -0.644 -0.691 -1.516
H: -1.547 1.236 -1.518

The charge is +1. The value obtained for the energy is -7839.154 eV. For the relative energy (zero: lowest compared OMol25 entry of this formula, charge and spin), the calculation gives 2.163 eV. The spin multiplicity is 1.